14
Properties=species:S:1:pos:R:3:mulliken_charge:R:1 method="wB97M-V/def2-TZVPD" homo_energy_ev=-10.19 lumo_ev=0.519 smiles="C=NN1C[C@H]1C(=O)O" e_above_lowest_kj_mol=608.2 gap_ev=10.71 total_charge=0
C -0.478 1.893 -0.013 0.54
C -0.345 0.727 0.977 -0.10
C 0.763 -0.182 1.098 -0.27
C -0.297 -1.845 -1.251 -0.40
H 0.763 0.761 -1.291 0.54
H -1.169 0.988 1.795 0.26
H 0.928 -0.472 2.133 0.27
H 1.905 -0.326 0.466 0.20
H 0.179 -2.456 -2.112 0.27
H -0.961 -2.372 -0.315 0.32
N -0.381 -0.681 0.468 -0.22
N 0.078 -0.700 -1.014 -0.29
O 0.309 1.790 -1.184 -0.53
O -1.295 2.874 0.243 -0.59


14
Properties=species:S:1:pos:R:3:mulliken_charge:R:1 method="wB97M-V/def2-TZVPD" homo_energy_ev=-7.87 lumo_ev=0.258 e_above_lowest_kj_mol=353.8 gap_ev=8.12 total_charge=0
C 1.487 1.035 -0.990 0.59
C -0.582 -0.721 0.691 0.84
N 0.944 2.017 -0.395 -0.27
C -1.891 -0.022 0.506 -0.10
C -0.608 -2.076 0.722 -0.98
O 0.473 0.046 0.785 -0.92
N 1.972 0.323 -1.816 -0.38
O -1.985 1.183 0.383 -0.53
H 1.220 2.975 -0.564 0.23
H 0.348 1.575 0.402 0.42
H 2.655 -0.407 -1.683 0.31
H -2.792 -0.666 0.482 0.27
H 0.302 -2.648 0.843 0.29
H -1.542 -2.614 0.633 0.23


14
Properties=species:S:1:pos:R:3:mulliken_charge:R:1 method="wB97M-V/def2-TZVPD" homo_energy_ev=-9.71 lumo_ev=-0.495 e_above_lowest_kj_mol=335.9 gap_ev=9.22 total_charge=0
C 0.033 0.690 -0.022 0.75
C -0.573 -0.575 0.009 -0.61
C -2.029 -0.713 -0.271 -0.15
C 2.219 -0.217 0.220 0.10
H -1.592 1.476 -0.372 0.35
H -0.577 -1.148 1.095 0.28
H 0.134 -1.227 -0.620 0.38
H -2.362 -1.699 -0.690 0.32
H 1.664 1.935 0.050 0.31
H 1.501 -1.174 0.475 0.24
N -0.524 1.858 -0.142 -0.79
N 1.429 0.892 0.126 -0.10
O -2.749 0.189 0.285 -0.52
O 3.426 -0.286 -0.143 -0.59


14
Properties=species:S:1:pos:R:3:mulliken_charge:R:1 method="wB97M-V/def2-TZVPD" homo_energy_ev=-8.58 lumo_ev=0.632 e_above_lowest_kj_mol=371.6 gap_ev=9.22 total_charge=0
C 0.542 2.101 -0.157 -0.73
N 0.189 0.771 -0.616 -0.35
C 1.381 -0.384 0.219 0.75
C -0.815 -0.865 0.125 0.62
N -1.753 -1.749 -0.277 -0.43
C 0.419 -1.276 0.649 -0.86
O -1.126 0.439 -0.010 -0.28
O 2.543 -0.154 0.263 -0.52
H -1.462 -2.703 -0.437 0.24
H -2.483 -1.375 -0.869 0.26
H 0.618 -2.135 1.270 0.41
H -0.207 2.830 -0.487 0.28
H 1.506 2.358 -0.605 0.30
H 0.649 2.143 0.932 0.30


14
Properties=species:S:1:pos:R:3:mulliken_charge:R:1 method="wB97M-V/def2-TZVPD" homo_energy_ev=-8.64 lumo_ev=0.563 e_above_lowest_kj_mol=791.2 gap_ev=9.20 total_charge=0
C -0.740 1.886 -0.196 0.08
C 1.751 -0.764 -0.508 -0.18
C -0.046 -1.767 0.479 -0.20
C -0.649 -0.573 0.386 -0.28
H -1.971 1.822 1.367 0.24
H -0.467 2.680 -1.207 0.26
H 2.069 -0.525 0.671 0.31
H 2.417 -0.804 -1.433 0.27
H -0.671 -2.443 1.342 0.25
H -1.735 -0.595 0.518 0.32
N -1.701 2.394 0.618 -0.58
N -0.316 0.480 -0.502 0.17
O 0.944 0.418 -1.202 -0.31
O 1.115 -2.209 -0.334 -0.36


14
Properties=species:S:1:pos:R:3:mulliken_charge:R:1 method="wB97M-V/def2-TZVPD" homo_energy_ev=-7.63 lumo_ev=0.936 e_above_lowest_kj_mol=370.4 gap_ev=8.57 total_charge=0
C -1.303 0.928 -0.549 0.11
N 1.126 -0.253 0.893 -0.32
C 0.019 -1.175 0.702 0.16
N -0.988 2.091 0.022 -0.34
C 0.325 -1.232 -0.796 0.24
C 1.584 -0.793 -0.390 -0.51
O -0.596 0.434 -1.465 -0.52
O -0.633 -1.795 1.498 -0.58
H 1.696 -0.375 1.725 0.27
H -2.256 0.490 -0.238 0.36
H -0.031 2.405 -0.064 0.25
H -1.542 2.472 0.769 0.23
H 0.039 -1.982 -1.512 0.34
H 2.560 -1.215 -0.593 0.32


14
Properties=species:S:1:pos:R:3:mulliken_charge:R:1 method="wB97M-V/def2-TZVPD" homo_energy_ev=-9.60 lumo_ev=0.921 smiles="CC1=N[C@H]2ON[C@@H]1O2" e_above_lowest_kj_mol=408.1 gap_ev=10.52 total_charge=0
C 1.897 1.080 -0.273 0.28
C 0.806 -0.701 -0.498 -0.16
C -0.195 0.532 -0.004 0.42
C -1.557 0.393 0.530 -1.06
N 0.614 1.505 0.113 -0.56
N 1.658 -1.009 0.754 -0.36
O 1.734 0.058 -1.261 -0.48
O 2.329 0.252 0.851 -0.31
H 2.704 1.829 -0.458 0.37
H 0.558 -1.586 -0.881 0.68
H -1.814 -0.626 0.844 0.34
H -2.271 0.904 -0.266 0.27
H -1.551 1.109 1.396 0.29
H 2.397 -1.572 0.323 0.28


14
Properties=species:S:1:pos:R:3:mulliken_charge:R:1 method="wB97M-V/def2-TZVPD" homo_energy_ev=-9.10 lumo_ev=0.816 smiles="O=NN1CC=CCO1" e_above_lowest_kj_mol=640.0 gap_ev=9.92 total_charge=0
C 0.861 -1.337 0.304 -0.35
C 1.822 -0.436 -0.390 -0.50
C 1.426 0.878 -0.580 -0.06
C 0.337 1.370 0.217 -0.61
H 1.188 -2.058 1.131 0.30
H 0.522 -2.155 -0.426 0.28
H 2.416 -0.894 -1.105 0.37
H 1.905 1.512 -1.467 0.27
H -0.511 1.841 -0.353 0.35
H 0.807 2.159 0.769 0.36
N -1.378 -0.649 -0.532 -0.05
N -0.422 -0.637 0.478 0.42
O -2.211 0.183 -0.572 -0.43
O -0.339 0.536 1.138 -0.37


14
Properties=species:S:1:pos:R:3:mulliken_charge:R:1 method="wB97M-V/def2-TZVPD" homo_energy_ev=-9.34 lumo_ev=-0.207 smiles="C=CC(=O)/C(O)=N/N" e_above_lowest_kj_mol=255.8 gap_ev=9.13 total_charge=0
C 0.775 -0.498 -0.016 0.43
C 1.050 0.947 0.385 0.46
N -0.400 -2.365 -0.431 -0.78
C -0.055 1.927 0.581 -0.17
C -1.318 1.833 0.150 -0.63
O 1.864 -1.200 -0.348 -0.40
N -0.394 -1.064 -0.012 -0.20
O 2.205 1.316 0.579 -0.54
H 1.545 -2.113 -0.463 0.47
H -1.231 -2.825 -0.039 0.28
H -0.583 -2.396 -1.442 0.21
H 0.261 2.818 1.117 0.33
H -2.025 2.631 0.359 0.25
H -1.694 0.990 -0.420 0.30


14
Properties=species:S:1:pos:R:3:mulliken_charge:R:1 method="wB97M-V/def2-TZVPD" homo_energy_ev=-8.29 lumo_ev=0.661 smiles=Nc1cn(O)cc1O e_above_lowest_kj_mol=347.5 gap_ev=8.95 total_charge=0
C 0.071 -0.817 -0.053 0.27
C 0.280 -0.420 1.247 -0.68
C 0.017 1.438 -0.100 -0.59
C 0.034 0.345 -0.914 0.39
H 0.138 -2.161 -1.547 0.28
H -1.024 -2.522 -0.585 0.25
H 0.393 -0.948 2.162 0.43
H -0.890 1.910 2.282 0.33
H 0.025 2.447 -0.459 0.44
H 0.811 -0.007 -2.723 0.34
N -0.098 -2.137 -0.541 -0.64
N 0.271 0.980 1.173 0.19
O -0.017 1.658 2.358 -0.42
O -0.010 0.235 -2.301 -0.59